Here is the molecule C4H3NO2 at a distorted geometry from the OMol25 dataset. Energies are from the ωB97M-V functional and the def2-TZVPD basis.

Output
DFT total energy   -9777.648 eV
SMILES   N#CC1=COCO1
HOMO-LUMO gap   8.8 eV
HOMO   -9.0 eV

Each line ends with the Löwdin charge.
Cartesian coordinates (Å):
N 3.065 -0.018 1.578  0.158
C 2.028 -0.147 0.977  -0.114
C 0.734 -0.092 0.363  -0.305
C -0.296 -1.057 0.398  0.026
O -1.042 -0.726 -0.840  -0.136
C -1.092 0.757 -0.839  -0.069
O 0.306 1.037 -0.278  -0.040
H -0.554 -2.129 0.869  0.173
H -1.222 1.104 -1.979  0.167
H -1.926 1.271 -0.250  0.140